[1]
Entry from the Open Molecules 2025 dataset: a molecular structure, C13H14F3IN2Pb in a non-equilibrium geometry (the ωB97M-V functional and the def2-TZVPD basis).

Cartesian coordinates (Å):
Pb (-1.0737, -0.9367, -0.1784)
I (-0.7179, -2.8756, -2.3309)
F (1.7876, -1.3570, 1.3631)
F (0.9692, -3.3313, 0.9589)
F (1.9056, -2.1496, -0.6402)
N (0.5563, 0.5844, -1.3808)
N (0.3480, 0.8947, 1.3899)
C (-3.9113, -2.9840, -0.6046)
C (1.0539, -2.0680, 0.4480)
C (1.1163, 1.7651, 0.6985)
C (-4.1579, -2.6603, 0.8647)
C (2.1555, 2.3505, -2.8833)
C (1.8845, 2.7372, 1.3725)
C (0.4684, 0.8571, 2.7261)
C (1.1810, 1.8119, 3.4623)
C (1.8777, 2.7911, 2.7520)
C (1.5234, 1.2743, -3.4939)
C (1.2078, 1.6165, -0.7687)
C (2.0189, 2.4877, -1.5109)
C (0.7667, 0.4170, -2.7001)
H (2.4239, 3.5845, 3.2385)
H (-3.8121, -3.4732, 1.5169)
H (-5.2331, -2.5478, 1.0532)
H (-4.4130, -2.2778, -1.2639)
H (-4.2715, -3.9783, -0.8625)
H (2.4928, 3.4298, 0.7935)
H (2.5659, 3.2802, -1.0063)
H (2.7521, 3.0600, -3.4324)
H (0.2985, -0.4798, -3.1177)
H (-3.6755, -1.7284, 1.1776)
H (-0.0246, 0.0329, 3.2422)
H (-2.8534, -2.9883, -0.8733)
H (1.6039, 1.0770, -4.5591)
H (1.1861, 1.7842, 4.5488)

Calculated values
Gap between HOMO and LUMO = 7.16 eV
DFT total energy = -1403.4531 Eh
Spin multiplicity = 1

Partial charges, natural (NBO), in e: 0.929, -0.551, -0.393, -0.371, -0.384, -0.485, -0.441, -0.629, 0.637, 0.173, -0.610, -0.141, -0.215, 0.070, -0.240, -0.157, -0.244, 0.175, -0.219, 0.072, 0.225, 0.206, 0.206, 0.200, 0.212, 0.214, 0.216, 0.226, 0.243, 0.188, 0.208, 0.213, 0.236, 0.231



[2]
Entry from the Open Molecules 2025 dataset: a molecular structure, C13H14F3NO9 in a non-equilibrium geometry (the ωB97M-V functional and the def2-TZVPD basis).

Cartesian coordinates (Å):
F (1.2305, -0.6368, 0.8169)
F (0.0774, 1.6131, 0.8404)
F (-2.4158, -1.6453, -2.1450)
O (-0.5703, 1.4184, -1.2663)
O (1.5181, -1.3215, 4.0945)
O (1.1683, 0.7387, 5.0367)
O (-1.7126, -0.3081, 0.4608)
O (-0.3218, 3.6629, -1.4438)
O (-1.9226, 2.5386, -2.6865)
O (-1.7230, -2.0253, 1.8566)
O (1.4783, 0.4250, 2.7120)
O (-3.0848, -2.0374, 0.0810)
N (0.6338, -1.2235, -2.7447)
C (-1.0390, 2.5379, -1.7800)
C (1.7283, -1.1034, -0.8428)
C (1.8141, -0.6741, 1.9796)
C (-0.0933, -0.3484, -1.9929)
C (0.6719, 3.3020, -0.4395)
C (1.3506, 0.0665, 4.0069)
C (0.5675, 1.7791, -0.3955)
C (1.7818, -1.6902, -2.0689)
C (-2.1237, -1.5228, 0.8424)
C (-3.0955, -1.1556, -1.0647)
C (-2.4045, 0.1738, -0.6129)
C (0.6377, -0.2053, -0.8213)
C (1.3419, -1.8334, 2.7752)
H (0.2454, 0.3304, 0.0305)
H (0.5500, 3.8409, 0.5001)
H (2.5396, -1.2903, -0.1550)
H (2.4442, -2.4361, -2.4826)
H (2.8984, -0.7000, 1.8717)
H (2.0750, -2.6326, 2.6657)
H (0.2954, -1.8173, 2.4707)
H (-1.1094, -0.0215, -2.1570)
H (1.6589, 3.7295, -0.6161)
H (1.5736, 1.3609, -0.4254)
H (-4.0969, -0.9674, -1.4520)
H (-1.7675, 0.5535, -1.4117)
H (0.2819, -1.4696, -3.6589)
H (-3.0821, 0.9946, -0.3779)

Calculated values
Gap between HOMO and LUMO = 8.41 eV
DFT total energy = -1534.8187 Eh
Spin multiplicity = 1

Partial charges, natural (NBO), in e: -0.324, -0.332, -0.340, -0.537, -0.494, -0.559, -0.492, -0.471, -0.609, -0.594, -0.491, -0.460, -0.516, 0.986, -0.283, 0.458, -0.033, -0.128, 0.968, 0.406, -0.076, 0.982, 0.426, -0.116, -0.389, -0.151, 0.301, 0.218, 0.191, 0.215, 0.141, 0.214, 0.243, 0.203, 0.204, 0.232, 0.172, 0.231, 0.407, 0.197



[3]
Entry from the Open Molecules 2025 dataset: a molecular structure, C13H14HgN2 in a non-equilibrium geometry (the ωB97M-V functional and the def2-TZVPD basis).

Cartesian coordinates (Å):
Hg (-0.8210, 0.4379, -1.5588)
N (0.4537, -0.8145, 1.1880)
N (0.0147, 0.3650, 0.9076)
C (-0.8916, 3.4280, 2.7380)
C (1.2350, -3.8830, -0.6924)
C (-0.1090, 1.2596, 1.9628)
C (0.0361, 1.8214, 4.3158)
C (-0.5465, 3.0725, 4.0528)
C (-0.6614, 2.5401, 1.6944)
C (0.7692, -3.5586, -1.9713)
C (-0.3458, 0.5900, -4.4797)
C (0.5396, -1.6841, 0.1014)
C (0.0740, -1.3792, -1.1815)
C (1.1272, -2.9601, 0.3426)
C (0.1773, -2.3054, -2.2119)
C (0.2670, 0.9207, 3.2765)
H (-0.9017, 0.9713, -3.5015)
H (0.7164, -0.0545, 3.4427)
H (-1.3382, 4.4031, 2.5407)
H (1.4690, -3.1689, 1.3546)
H (-0.2126, -2.0562, -3.2031)
H (-0.9085, 2.7808, 0.6628)
H (-0.7294, 3.7663, 4.8732)
H (-0.7172, 1.1708, -5.3346)
H (-1.7182, 1.6587, -2.3030)
H (0.7404, 0.7452, -4.3931)
H (0.8487, -4.2731, -2.7939)
H (-0.5578, -0.4749, -4.6566)
H (1.6765, -4.8604, -0.5066)
H (0.3142, 1.5413, 5.3342)

Calculated values
Gap between HOMO and LUMO = 7.49 eV
DFT total energy = -766.5871 Eh
Spin multiplicity = 1

Partial charges, natural (NBO), in e: 1.091, -0.168, -0.247, -0.217, -0.223, 0.073, -0.210, -0.191, -0.189, -0.189, -0.895, 0.123, -0.513, -0.204, -0.245, -0.200, 0.180, 0.238, 0.221, 0.222, 0.211, 0.226, 0.217, 0.220, -0.397, 0.213, 0.215, 0.203, 0.217, 0.218



[4]
Entry from the Open Molecules 2025 dataset: a molecular structure, C13H14N2Pd in a non-equilibrium geometry (the ωB97M-V functional and the def2-TZVPD basis).

Cartesian coordinates (Å):
Pd (0.1933, 0.6362, -1.3861)
N (0.0576, 0.3057, 0.7187)
N (0.1102, -0.9140, 1.1438)
C (-0.0441, 0.8634, 3.0748)
C (-0.1074, 1.2779, 1.7337)
C (-0.1397, 1.8216, 4.0794)
C (0.3238, -4.1042, -0.6311)
C (-0.4066, 3.5709, 2.3896)
C (0.2744, -3.6665, -1.9586)
C (0.2114, -2.2750, -2.2533)
C (0.2211, -1.3536, -1.2182)
C (0.2261, -1.8038, 0.1125)
C (0.1504, 0.7179, -4.0391)
C (-0.3078, 2.6119, 1.3740)
C (0.3005, -3.1906, 0.4094)
C (-0.3112, 3.1745, 3.7374)
H (0.0825, -0.2039, 3.2854)
H (-0.3751, 3.9320, 4.5269)
H (0.3249, -3.4400, 1.4681)
H (-0.0822, 1.5062, 5.1280)
H (0.3802, -5.1633, -0.3891)
H (-0.1035, -0.3175, -4.2409)
H (-0.5595, 4.6174, 2.1195)
H (1.2255, 0.8862, -3.9849)
H (-0.3795, 2.8275, 0.3035)
H (0.2821, -4.3952, -2.7718)
H (0.1463, -1.9309, -3.2826)
H (-0.3051, 1.0005, -3.0140)
H (-1.0226, 1.6126, -1.7021)
H (-0.3658, 1.3962, -4.7331)

Calculated values
Gap between HOMO and LUMO (alpha / beta) = 5.72 / 7.15 eV
DFT total energy = -740.9766 Eh
Spin multiplicity = 3

Partial charges, natural (NBO), in e: 0.570, -0.222, -0.150, -0.207, 0.082, -0.206, -0.245, -0.209, -0.176, -0.243, -0.268, 0.088, -0.836, -0.205, -0.190, -0.200, 0.245, 0.217, 0.222, 0.219, 0.218, 0.212, 0.221, 0.218, 0.233, 0.214, 0.206, 0.165, -0.205, 0.230



[5]
Entry from the Open Molecules 2025 dataset: a molecular structure, C13H14N3OPd (the ωB97M-V functional and the def2-TZVPD basis).

Cartesian coordinates (Å):
Pd (0.0033, -0.0243, -0.1572)
O (-0.0349, 1.7105, -1.6365)
N (-1.3153, 2.6217, -3.2363)
N (0.0528, 0.2518, 2.0294)
N (1.5656, -1.3513, 0.5814)
C (-1.7876, -0.4031, -1.2815)
C (-0.7634, 1.0835, 2.6700)
C (3.5911, -2.9266, 1.5716)
C (-0.7160, 1.2561, 4.0415)
C (2.2908, -2.1077, -0.2397)
C (0.9609, -0.4628, 2.7116)
C (1.0624, -0.3401, 4.0915)
C (1.8187, -1.3515, 1.8993)
C (-1.1340, 1.7941, -2.2065)
C (-2.2973, 0.9629, -1.7292)
C (3.3201, -2.9118, 0.2123)
C (0.2180, 0.5283, 4.7606)
C (2.8335, -2.1411, 2.4229)
H (3.0349, -2.1451, 3.4842)
H (-0.5484, 3.1919, -3.5542)
H (2.0298, -2.0638, -1.2887)
H (1.7916, -0.9164, 4.6423)
H (-1.4741, 1.6242, 2.0593)
H (-2.5267, -0.9699, -0.7253)
H (0.2894, 0.6375, 5.8341)
H (-2.1978, 2.7051, -3.7079)
H (4.3866, -3.5448, 1.9650)
H (3.8939, -3.5107, -0.4799)
H (-1.3998, -0.9848, -2.1206)
H (-3.0738, 0.8858, -2.4960)
H (-2.7360, 1.4915, -0.8785)
H (-1.3916, 1.9424, 4.5311)

Calculated values
Gap between HOMO and LUMO (alpha / beta) = 7.47 / 8.57 eV
DFT total energy = -870.9467 Eh
Charge = +1
Spin multiplicity = 3

Partial charges, natural (NBO), in e: 0.919, -0.680, -0.770, -0.476, -0.479, -0.593, 0.080, -0.129, -0.232, 0.068, 0.173, -0.207, 0.165, 0.694, -0.540, -0.228, -0.131, -0.206, 0.231, 0.418, 0.217, 0.231, 0.213, 0.212, 0.240, 0.412, 0.240, 0.245, 0.201, 0.226, 0.241, 0.244



[6]
Entry from the Open Molecules 2025 dataset: a single C13H14N4O2S molecule in a non-equilibrium geometry (the ωB97M-V functional and the def2-TZVPD basis).

Cartesian coordinates (Å):
S (-1.7920, -1.2264, -0.4702)
O (1.7541, 3.7768, -1.4827)
O (-1.0178, 3.6220, -1.0253)
N (0.5755, -1.3630, 0.4288)
N (0.4489, -0.1322, -0.1250)
N (-1.9880, -3.9157, 0.6493)
N (-1.1631, 1.3664, -1.1330)
C (-2.4630, 1.3313, -1.7674)
C (-1.1061, -6.1052, 1.2665)
C (-0.5231, -2.0501, 0.3250)
C (0.2419, -5.7196, 1.1712)
C (1.0786, 2.6830, -0.8366)
C (2.4696, 4.6232, -0.5644)
C (-0.6837, -3.4515, 0.6697)
C (-2.2115, -5.2188, 1.0120)
C (-0.7275, 0.1580, -0.6100)
C (1.4379, 2.8654, 0.5891)
C (2.1395, 4.2078, 0.8413)
C (0.4600, -4.3586, 0.8296)
C (-0.4919, 2.5044, -1.0625)
H (-1.3837, -7.1766, 1.5614)
H (2.0922, 5.6358, -0.7806)
H (1.4312, 4.7962, 1.3252)
H (0.5544, 2.6842, 1.1506)
H (1.6152, 1.6929, -1.1098)
H (-3.2632, -5.5309, 1.0502)
H (-2.7277, 2.2390, -2.2488)
H (1.4263, -3.7881, 0.7748)
H (3.4991, 4.4409, -0.7611)
H (3.0055, 4.1283, 1.4208)
H (0.9796, -6.4048, 1.6082)
H (1.9652, 2.0277, 0.9427)
H (-2.4588, 0.5823, -2.6294)
H (-3.1739, 1.0758, -1.0097)

Calculated values
Gap between HOMO and LUMO = 8.53 eV
DFT total energy = -1271.3743 Eh
SMILES = CN(C(=O)[C@@H]1CCCO1)c1nnc(-c2ccccn2)s1
Spin multiplicity = 1

Partial charges, natural (NBO), in e: 0.418, -0.522, -0.582, -0.220, -0.317, -0.417, -0.462, -0.413, -0.240, -0.029, -0.193, 0.037, -0.062, 0.130, 0.030, 0.221, -0.429, -0.432, -0.206, 0.671, 0.223, 0.192, 0.213, 0.210, 0.196, 0.211, 0.252, 0.250, 0.175, 0.212, 0.237, 0.225, 0.208, 0.209



Table of M (g mol⁻¹), in record order: 589.37 385.25 398.86 304.69 334.69 290.35